No. 1
16
Properties=species:S:1:pos:R:3:forces:R:3 method="wB97M-V/def2-TZVPD" spin_multiplicity=1 relative_energy_kcal_mol=46.85 molar_mass_da=139.2 energy_ev=-28463.4075 smiles=N[C@@H](CO)CSS homo_lumo_gap_ev=9.20
N 1.080 0.169 1.479 -3.042 -0.539 0.394
C 0.568 -0.379 0.182 1.403 -2.248 0.512
C -0.470 -1.427 0.582 -0.935 -2.170 -0.149
O -1.014 -2.120 -0.557 -0.872 2.956 0.481
C -0.027 0.708 -0.699 -3.224 -1.967 -0.137
S 0.995 1.989 -1.098 2.546 2.777 -0.107
S -0.225 3.664 -1.113 0.258 -0.589 -1.118
H 1.667 -0.536 1.905 0.356 -0.097 -0.088
H 0.144 0.001 2.021 2.361 1.184 -0.294
H 1.325 -1.036 -0.323 -0.052 1.215 0.123
H -0.325 -2.196 1.454 1.234 1.166 -1.674
H -1.291 -0.966 1.045 -1.534 1.450 0.317
H -0.665 -2.960 -0.568 1.186 -2.870 -0.181
H -0.912 1.059 -0.165 0.122 0.362 0.315
H -0.495 0.408 -1.662 0.437 -0.931 0.744
H -0.354 3.623 -2.483 -0.244 0.303 0.864

No. 2
15
Properties=species:S:1:pos:R:3:forces:R:3 method="wB97M-V/def2-TZVPD" spin_multiplicity=1 relative_energy_kcal_mol=167.57 molar_mass_da=121.1 energy_ev=-23316.8144 homo_lumo_gap_ev="6.56 / 6.54"
C 0.574 0.547 -2.010 2.484 -2.588 0.814
C 1.385 -0.254 1.998 0.603 2.075 -2.474
C -0.913 0.703 0.528 1.402 -1.760 -0.817
N -0.396 -1.806 0.028 1.940 -0.918 1.822
P -0.866 0.312 -1.198 -3.622 -0.158 2.413
P -0.154 -0.762 1.298 -2.328 0.648 -1.391
H 1.356 -0.006 -1.461 0.184 0.597 -0.893
H 0.687 1.024 -2.932 0.287 0.674 -1.073
H 1.928 0.292 1.149 0.087 -1.572 0.687
H 1.270 0.638 2.606 -0.331 -0.437 1.179
H -0.673 1.756 0.633 0.066 -0.117 0.590
H -1.209 1.570 -1.537 -1.387 1.582 -0.773
H 0.095 -2.785 0.122 -1.224 2.618 -0.235
H -2.085 -0.384 -1.643 1.591 0.165 -0.036
H -0.999 -0.845 2.418 0.249 -0.810 0.188

No. 3
14
Properties=species:S:1:pos:R:3:forces:R:3 method="wB97M-V/def2-TZVPD" spin_multiplicity=1 relative_energy_kcal_mol=32.90 molar_mass_da=91.2 energy_ev=-15580.9040 smiles=CNCSC homo_lumo_gap_ev=9.35
C 0.654 1.673 1.904 -0.345 -0.201 -2.207
S 1.423 0.824 0.408 -0.936 -0.120 0.539
H 1.497 2.180 2.333 0.124 -0.140 0.879
H -0.018 1.060 2.503 0.741 -0.230 0.297
H 0.020 2.449 1.481 -0.032 0.253 -0.028
C -0.298 -2.021 -1.121 2.571 1.416 -0.975
C -0.131 0.541 -0.685 1.115 -0.992 0.721
N -0.775 -0.720 -0.619 -1.386 -2.345 0.240
H 0.352 -1.791 -1.977 -0.311 -0.173 -0.419
H 0.457 -2.548 -0.503 -0.821 0.110 0.458
H -1.084 -2.692 -1.474 -0.075 0.321 0.352
H -0.687 1.399 -0.331 -0.810 -0.216 -0.466
H 0.250 0.654 -1.696 0.119 0.428 -0.088
H -1.659 -1.009 -0.222 0.045 1.890 0.698

No. 4
14
Properties=species:S:1:pos:R:3:forces:R:3 method="wB97M-V/def2-TZVPD" spin_multiplicity=1 relative_energy_kcal_mol=7.29 molar_mass_da=91.2 energy_ev=-15582.0142 smiles=C[C@@H](N)CS homo_lumo_gap_ev=10.00
C 0.700 -1.124 -0.664 -1.021 0.716 0.187
C -0.225 0.120 -0.449 0.290 -0.839 0.983
C -0.030 0.760 0.937 0.531 -0.262 -0.450
S 1.762 1.195 1.101 -0.660 0.127 0.163
N -1.657 -0.234 -0.524 0.375 0.643 -0.307
H 0.997 -1.589 0.272 0.052 -0.027 0.161
H 1.580 -0.827 -1.220 0.180 -0.265 -0.121
H 0.075 -1.826 -1.212 0.481 -0.247 -0.309
H 0.099 0.842 -1.197 -0.577 0.204 -0.158
H -0.704 1.603 1.028 0.250 0.405 -0.063
H -0.335 0.056 1.707 0.182 -0.207 0.045
H 1.614 2.111 2.067 0.050 -0.026 -0.010
H -2.071 0.145 -1.364 -0.131 -0.238 0.015
H -1.806 -1.232 -0.481 -0.002 0.017 -0.135

No. 5
14
Properties=species:S:1:pos:R:3:forces:R:3 method="wB97M-V/def2-TZVPD" spin_multiplicity=1 relative_energy_kcal_mol=293.39 molar_mass_da=91.2 energy_ev=-15569.6080 homo_lumo_gap_ev=7.17
C -1.327 -0.950 1.669 -1.602 -2.568 3.655
C -0.213 -0.526 -0.654 1.476 -3.112 0.005
C 0.708 0.468 -1.485 -5.632 -4.429 -3.409
H -1.769 -2.285 0.963 1.427 4.270 2.118
H 0.086 -1.224 2.656 -3.798 -0.215 -1.695
H -2.420 -0.364 2.347 3.686 -2.508 -1.766
H 0.244 -1.500 -0.230 0.656 1.492 -0.723
H -0.998 -1.142 -1.232 0.224 2.127 0.497
H 0.570 -0.164 -2.529 0.442 2.639 1.798
H 0.084 1.391 -1.374 0.391 -0.114 -0.973
H 3.238 -0.069 -2.280 -2.772 1.218 2.649
H 2.091 0.546 0.076 0.169 0.443 -4.923
N 1.975 0.767 -1.221 6.370 -0.524 3.986
S -0.623 0.343 0.810 -1.037 1.281 -1.219

No. 6
14
Properties=species:S:1:pos:R:3:forces:R:3 method="wB97M-V/def2-TZVPD" spin_multiplicity=1 relative_energy_kcal_mol=38.99 molar_mass_da=91.2 energy_ev=-15580.6398 smiles="C=N.CCS" homo_lumo_gap_ev=9.81
C -1.867 4.731 1.032 -1.049 -1.959 0.352
N -1.261 4.270 2.043 1.178 0.878 -0.103
H -2.735 5.390 1.048 0.529 0.881 0.017
H -1.783 4.099 0.142 0.044 0.409 -0.182
H 1.647 -3.678 -0.084 -0.066 0.346 -0.808
H -1.292 4.866 2.875 -0.704 -0.209 -0.088
C 1.349 -1.080 -1.899 -0.496 2.115 0.329
C 0.226 -1.808 -1.208 0.262 -2.077 -1.039
S 0.662 -2.821 0.232 -0.189 0.337 1.632
H 1.657 -0.290 -1.205 0.748 -0.373 0.069
H 2.181 -1.657 -2.287 -0.011 -0.320 0.379
H 0.999 -0.442 -2.725 -0.318 -0.547 -0.132
H -0.632 -1.226 -0.882 0.342 0.367 0.162
H -0.192 -2.571 -1.854 -0.270 0.152 -0.589

No. 7
14
Properties=species:S:1:pos:R:3:forces:R:3 method="wB97M-V/def2-TZVPD" spin_multiplicity=1 relative_energy_kcal_mol=117.52 molar_mass_da=91.2 energy_ev=-15577.2343 homo_lumo_gap_ev="8.12 / 8.18"
C 0.029 2.322 -0.407 -0.650 -2.444 -0.292
C -1.118 -1.568 -0.795 0.755 0.448 -2.912
C 0.612 -1.111 1.239 -4.448 0.016 0.427
N 0.960 1.409 0.233 -0.765 1.229 0.128
S 0.578 -0.867 -0.535 -0.253 -0.587 -0.578
H -0.478 1.611 -1.140 0.567 1.254 0.214
H 0.603 3.082 -0.910 -0.084 0.571 -0.396
H -0.853 2.718 0.157 0.949 -0.097 0.201
H -1.660 -1.072 -1.725 1.115 -0.915 2.220
H -1.534 -1.385 0.141 -1.558 0.480 1.198
H -1.069 -2.655 -0.945 0.060 0.329 -0.107
H -0.045 -0.257 1.694 1.269 -1.622 -0.583
H 1.565 -1.040 1.628 1.995 0.047 0.670
H 0.102 -2.110 1.477 1.048 1.291 -0.188

No. 8
14
Properties=species:S:1:pos:R:3:forces:R:3 method="wB97M-V/def2-TZVPD" spin_multiplicity=1 relative_energy_kcal_mol=12.26 molar_mass_da=91.2 energy_ev=-15581.7990 smiles=NCCCS homo_lumo_gap_ev=10.00
C -0.492 -1.158 0.064 -0.257 0.002 0.605
C -0.261 0.347 -0.139 0.746 -0.496 -1.111
C 0.632 1.095 0.847 -0.663 0.666 -0.802
S 1.321 2.598 0.006 -0.053 -0.217 0.456
N -0.482 -1.871 -1.224 0.158 -0.303 0.015
H -1.461 -1.203 0.561 -0.137 -0.716 -0.144
H 0.236 -1.646 0.726 0.026 0.541 0.280
H 0.198 0.408 -1.129 0.150 0.169 0.028
H -1.213 0.868 -0.276 0.039 -0.054 0.221
H 1.479 0.510 1.193 -0.078 -0.018 0.166
H 0.008 1.484 1.649 0.445 -0.259 0.451
H 0.282 3.387 0.305 0.060 0.046 -0.089
H -0.748 -2.849 -1.105 -0.338 0.318 0.176
H 0.500 -1.972 -1.477 -0.096 0.322 -0.253

No. 9
15
Properties=species:S:1:pos:R:3:forces:R:3 method="wB97M-V/def2-TZVPD" spin_multiplicity=1 relative_energy_kcal_mol=163.80 molar_mass_da=123.2 energy_ev=-26410.5737 homo_lumo_gap_ev=5.50
S -2.739 1.569 -2.217 0.343 -0.265 0.523
S 2.418 -0.901 2.159 0.066 3.225 -1.711
C 0.794 -1.025 1.405 -1.674 -0.633 -1.220
C 0.871 -1.023 -0.228 0.995 1.377 3.395
C -0.318 -0.335 -0.884 -0.542 -1.758 -0.551
N -0.759 0.841 -0.169 -1.565 0.659 -0.058
H 2.347 0.871 1.279 0.760 -3.387 1.965
H 0.076 -1.785 1.827 1.215 0.278 -0.282
H 0.401 -0.080 1.752 -0.667 0.057 -0.379
H 1.738 -0.335 -0.227 -0.347 -0.170 -1.023
H 1.256 -1.979 -0.574 -0.585 -0.067 -0.351
H -0.023 0.063 -1.821 0.714 0.197 -1.055
H -1.133 -1.028 -1.202 0.376 0.183 0.791
H -1.244 1.452 -0.839 0.558 1.010 -0.408
H -1.505 0.730 0.513 0.354 -0.705 0.364

No. 10
15
Properties=species:S:1:pos:R:3:forces:R:3 method="wB97M-V/def2-TZVPD" spin_multiplicity=1 relative_energy_kcal_mol=44.07 molar_mass_da=123.2 energy_ev=-26415.7659 smiles="C=CN.CSS" homo_lumo_gap_ev=8.99
C 1.634 1.114 3.071 1.623 -2.847 1.085
S -0.006 1.440 3.516 -1.622 0.934 -0.194
S -0.829 1.948 1.630 0.118 -1.329 0.984
H 2.151 1.912 2.629 0.842 1.505 0.099
H 1.707 0.344 2.303 -0.278 -0.358 0.063
H 2.140 0.635 4.011 -0.670 1.255 -1.613
H -1.181 0.631 1.481 -0.009 0.826 -0.441
C 0.526 -0.794 -2.337 -0.735 -1.344 -1.001
C -0.700 -1.226 -1.993 -1.183 1.634 -1.226
N -1.930 -1.456 -2.782 1.298 -0.991 3.842
H 1.006 -0.993 -3.318 -0.436 0.809 0.716
H 0.994 -0.303 -1.506 1.025 -0.314 -0.037
H -0.841 -1.109 -0.929 -0.858 -0.220 0.154
H -1.964 -0.966 -3.624 0.155 0.877 -1.380
H -2.709 -1.177 -2.153 0.729 -0.437 -1.051

No. 11
14
Properties=species:S:1:pos:R:3:forces:R:3 method="wB97M-V/def2-TZVPD" spin_multiplicity=1 relative_energy_kcal_mol=25.17 molar_mass_da=87.2 energy_ev=-12623.1716 smiles=C[Si]1(C)CN1 homo_lumo_gap_ev=9.28
C -1.686 -0.003 -0.632 -0.028 -3.908 -1.077
C 0.939 1.723 0.231 0.414 -1.573 -1.422
C 1.129 -1.559 -0.001 -1.922 1.388 -1.506
N -1.648 0.150 0.826 0.831 0.891 0.130
Si -0.038 0.147 0.115 -0.022 -2.173 0.473
H -2.023 -1.119 -0.945 0.911 2.585 0.288
H -2.037 0.720 -1.311 -1.160 1.081 -0.217
H 1.912 1.472 0.640 0.416 0.072 -0.447
H 0.933 1.925 -0.852 0.989 -0.014 -0.021
H 0.675 2.659 0.605 -1.219 1.104 1.238
H 0.539 -2.461 0.218 0.057 0.488 0.194
H 1.624 -1.760 -0.999 -0.455 0.697 1.148
H 1.811 -1.337 0.766 1.374 -0.331 0.934
H -2.131 -0.556 1.338 -0.187 -0.306 0.287

No. 12
14
Properties=species:S:1:pos:R:3:forces:R:3 method="wB97M-V/def2-TZVPD" spin_multiplicity=1 relative_energy_kcal_mol=23.95 molar_mass_da=77.1 energy_ev=-7351.0899 total_charge=-1 homo_lumo_gap_ev=6.08
C 0.939 -0.508 1.268 -0.435 -0.295 -0.508
O 0.268 -1.664 1.307 0.114 -0.380 -0.185
C 1.079 0.159 -0.157 0.107 -0.088 -0.289
C 0.801 1.675 -0.107 0.448 -0.751 -0.449
H 0.434 0.249 1.922 0.281 0.357 0.005
H 2.015 -0.561 1.610 -0.105 -0.013 0.290
H 2.054 -0.134 -0.570 0.353 0.616 0.239
H 0.461 -0.302 -0.942 -0.695 -0.063 0.725
H -0.007 1.815 0.607 -0.179 0.271 -0.077
H 1.664 2.246 0.229 0.084 0.105 0.156
H 0.520 2.041 -1.096 -0.088 0.236 0.034
H -3.721 -2.356 -1.480 -0.239 -0.536 -0.135
H -2.909 -1.239 -0.961 -0.133 0.258 -0.344
O -3.597 -1.422 -1.627 0.486 0.283 0.539

No. 13
16
Properties=species:S:1:pos:R:3:forces:R:3 method="wB97M-V/def2-TZVPD" spin_multiplicity=1 relative_energy_kcal_mol=67.64 molar_mass_da=140.1 energy_ev=-27473.9961 homo_lumo_gap_ev=9.06
C -1.191 0.119 0.748 0.015 0.067 1.878
C -0.350 -2.591 -0.302 -0.437 1.220 0.240
C 1.302 2.485 0.114 -1.293 -3.159 0.094
O 1.534 -0.836 0.827 1.728 0.589 0.948
O -1.024 -1.161 -2.605 -1.243 0.118 -0.704
P 0.245 -0.867 0.171 -1.751 -2.611 -0.427
S 0.140 -1.648 -1.876 1.076 0.244 1.309
H -1.573 0.559 -0.123 -0.917 0.646 -1.353
H -1.977 -0.540 1.205 0.881 0.470 -0.509
H -1.000 0.986 1.474 0.358 -1.517 -1.040
H 0.293 -3.504 -0.057 -1.278 1.300 -0.388
H -1.489 -2.590 -0.312 1.539 -0.659 0.084
H 1.453 1.645 0.831 -0.167 0.401 -0.304
H 0.969 1.906 -0.849 1.264 1.738 1.307
H 0.451 3.015 0.505 -0.266 0.555 -0.065
H 2.216 3.021 0.251 0.491 0.599 -1.069

No. 14
15
Properties=species:S:1:pos:R:3:forces:R:3 method="wB97M-V/def2-TZVPD" spin_multiplicity=1 relative_energy_kcal_mol=24.09 molar_mass_da=93.1 energy_ev=-9398.6825 total_charge=-1 homo_lumo_gap_ev=6.26
C 0.469 -0.267 -1.011 -1.288 -0.147 0.368
C -0.064 1.089 -0.518 -0.109 -0.119 -0.159
O -0.740 0.943 0.750 0.149 -0.185 -0.121
C -0.737 -1.318 -1.227 -0.292 0.184 1.543
O -0.453 -2.601 -1.106 0.341 0.309 -0.618
H 1.056 -0.200 -1.932 -0.118 0.171 -0.010
H 1.131 -0.624 -0.225 0.051 -0.352 0.092
H -0.833 1.531 -1.160 0.363 -0.025 -0.571
H 0.761 1.825 -0.400 -0.526 -0.272 0.116
H -1.400 0.230 0.571 0.711 0.332 0.248
H -1.263 -0.940 -2.123 0.110 -0.140 -0.919
H -1.616 -1.054 -0.464 0.747 0.294 -0.130
H 0.846 1.300 1.839 -0.520 -0.259 0.674
H 2.082 2.064 2.108 0.085 -0.013 0.467
O 1.394 1.591 2.596 0.297 0.223 -0.978

No. 15
15
Properties=species:S:1:pos:R:3:forces:R:3 method="wB97M-V/def2-TZVPD" spin_multiplicity=1 relative_energy_kcal_mol=9.98 molar_mass_da=93.1 energy_ev=-9399.2942 total_charge=-1 homo_lumo_gap_ev=7.61
C -0.834 0.318 1.265 -0.128 0.751 -0.550
O -1.238 0.922 0.036 0.760 -0.754 -0.639
C 0.667 -0.043 1.341 -0.607 0.870 -1.202
C 1.504 0.095 -0.021 -0.401 0.038 1.193
O 0.876 -0.230 -1.165 -1.079 0.159 -0.229
H -1.061 1.137 1.960 -0.094 -0.605 0.625
H -1.447 -0.580 1.460 0.009 0.308 0.165
H 0.762 -1.069 1.570 0.004 -1.220 0.731
H 1.076 0.583 2.131 0.560 -0.149 0.064
H 1.916 1.112 0.040 0.213 0.462 -0.388
H 2.333 -0.591 0.179 0.717 -0.080 0.052
H -0.568 0.538 -0.619 -0.265 0.270 0.112
H -0.683 -0.390 -2.467 0.631 -0.026 -0.052
H -1.985 -1.099 -2.572 -0.187 -0.067 -0.040
O -1.318 -0.704 -3.137 -0.133 0.043 0.158

No. 16
15
Properties=species:S:1:pos:R:3:forces:R:3 method="wB97M-V/def2-TZVPD" spin_multiplicity=1 relative_energy_kcal_mol=9.75 molar_mass_da=93.1 energy_ev=-9399.3043 total_charge=-1 homo_lumo_gap_ev=6.90
C 0.087 0.834 -1.268 0.228 -0.690 -0.095
O -0.818 1.212 -0.364 -0.292 -0.033 -0.087
C 0.424 -0.709 -1.235 0.390 0.661 -0.478
C 0.779 -1.152 0.172 0.221 0.109 -0.753
O 1.408 -2.452 0.266 -0.220 -0.153 0.028
H -0.194 0.951 -2.353 -0.099 0.428 0.143
H 1.079 1.357 -1.168 -0.052 -0.059 -0.029
H 1.206 -0.881 -1.994 0.377 0.005 0.420
H -0.433 -1.220 -1.663 -0.484 -0.343 0.399
H 1.527 -0.452 0.584 -0.600 -0.050 0.080
H -0.178 -1.131 0.702 0.455 0.007 0.459
H 1.369 -2.866 -0.600 -0.091 0.111 -0.017
H -1.199 1.425 2.473 -0.087 0.134 -0.137
H -1.612 1.813 1.073 0.377 0.010 -0.068
O -1.786 2.041 2.020 -0.120 -0.136 0.136